Density functional theory data (ωB97M-V/def2-TZVPD) for one molecule with the formula C5H11NO2.

LUMO = 0.7 eV
Calculated total energy = -402.28972 Ha
SMILES = CCC[C@@H](N)C(=O)O
Charge = 0
Multiplicity = 1
Energy relative to the best compared isomer or geometry (same formula, charge and spin) = 2.406 eV

Positions of all 19 atoms, in Å:
C 0.067 -2.520 -1.344
C 0.785 -1.211 -0.916
C 0.191 -0.509 0.315
C 0.012 1.084 0.210
N -1.287 1.550 -0.203
C 0.360 1.702 1.463
O 1.179 1.438 2.323
O -0.403 2.935 1.461
H -1.012 -2.707 -1.156
H 0.334 -3.340 -0.667
H 0.368 -2.797 -2.302
H 0.852 -0.576 -1.842
H 1.931 -1.393 -0.996
H 0.610 -0.816 1.292
H -0.905 -0.797 0.602
H 0.810 1.458 -0.600
H -1.843 0.766 -0.277
H -1.820 2.176 0.404
H -0.230 3.557 2.232

Results of the Löwdin charge analysis, in e, for atoms 1 through 8: atom 1 (C): -0.126, atom 2 (C): -0.253, atom 3 (C): -0.133, atom 4 (C): -0.331, atom 5 (N): 0.048, atom 6 (C): -0.427, atom 7 (O): 0.111, atom 8 (O): -0.013